Below is a 2-piece molecular cluster, H9N3Si2 overall, with properties calculated with ωB97M-V with the def2-TZVPD basis set.

Atoms and positions in Å:
N 2.9098 -0.1049 -0.3005
N 0.4360 -1.1720 -0.3017
N -2.8003 0.9805 -0.3186
Si 1.3319 0.1482 0.3388
Si -3.3086 -0.5939 0.1261
H 2.9986 -0.2222 -1.2961
H 3.6547 0.4884 0.0302
H 0.8540 -2.0852 -0.2219
H -0.5436 -1.2259 -0.0734
H -2.0679 1.5096 0.1317
H -3.1531 1.4594 -1.1287
H 1.5292 0.1875 1.7921
H 0.6008 1.3392 -0.1204
H -2.4415 -0.7085 1.3424

HOMO level (eV): -8.534
F_max (Eh/bohr): 0.015

***

Below is one molecule with the formula H9N3Si2 at a distorted geometry, with properties calculated with ωB97M-V with the def2-TZVPD basis set.

Atoms and positions in Å:
N -1.2368 0.5452 1.3583
N -0.9652 0.8026 -1.5142
N -0.9295 -1.5269 -0.3974
Si 2.1437 -0.0386 0.1774
Si -0.3764 -0.0267 0.0164
H -1.3050 -0.0419 2.2915
H -0.8473 1.3872 1.7082
H -0.8626 1.8785 -1.3177
H -1.9726 0.7162 -1.5703
H -1.1603 -1.4428 -1.3858
H -0.3789 -2.3317 -0.3079
H 2.6161 -1.3148 0.8954
H 2.7471 0.3573 -1.1166
H 2.5275 1.0365 1.1626

HOMO level (eV): -8.929
F_max (Eh/bohr): 0.077
Structure (SMILES): N[Si](N)(N)[SiH3]

***

Below is a 4-piece molecular cluster, H9O4 overall at a distorted geometry, with properties calculated with ωB97M-V with the def2-TZVPD basis set.

Atoms and positions in Å:
O 0.9304 0.7856 1.1100
H 0.8164 -0.0966 0.4868
H 0.0025 1.2222 1.1844
H 1.4293 1.5026 0.6844
O -0.6714 -1.8861 -2.2074
H -1.6210 -1.7615 -2.2321
H -0.7427 -2.8509 -2.2243
O -0.9536 2.4651 1.0672
H -0.4953 3.2314 0.7074
H -1.7956 2.7532 1.4442
O 0.8577 -1.4233 0.0394
H 0.5032 -1.4695 -0.8727
H 0.3465 -1.9283 0.7013

HOMO level (eV): -16.007
Net charge: +1
F_max (Eh/bohr): 0.026

***

Below is a 5-piece molecular cluster, H9O4S overall, with properties calculated with ωB97M-V with the def2-TZVPD basis set.

Atoms and positions in Å:
S 0.1877 0.1697 -0.1553
H -0.7742 -0.4654 0.5272
H -0.4909 -0.0844 -2.5721
H -1.1725 1.0530 -3.2254
O -0.6644 0.2689 -3.4637
H 2.9069 -0.2512 3.1456
H 1.9284 -1.2500 2.6259
O 2.7034 -1.1917 3.2198
H 0.0575 3.1330 1.8956
H -0.0122 2.3050 0.6366
O -0.3281 3.1666 1.0106
H -2.1736 -2.3024 -1.5005
H -0.7696 -1.9032 -1.1128
O -1.3983 -2.6481 -1.0316

HOMO level (eV): -4.086
Net charge: -1
F_max (Eh/bohr): 0.016

***

Below is a 5-piece molecular cluster, H9O4S overall at a distorted geometry, with properties calculated with ωB97M-V with the def2-TZVPD basis set.

Atoms and positions in Å:
S -0.7361 0.0060 -1.3013
H -1.5522 0.8566 -0.7057
H 1.3444 0.3247 -0.6373
H 2.2688 -0.3013 0.3510
O 2.2928 0.4773 -0.2523
H -2.5259 -1.4320 -1.2680
H -3.7114 -1.8138 -2.1712
O -3.3503 -1.9672 -1.3087
H 0.5167 3.2940 1.0681
H 1.7021 2.2398 0.8423
O 1.4892 3.0612 1.3283
H 0.6075 -2.2836 1.6796
H 0.5718 -1.0118 0.8382
O 1.0826 -1.4500 1.5370

HOMO level (eV): -4.218
Net charge: -1
F_max (Eh/bohr): 0.059

***

Below is a 5-piece molecular cluster, H9O5 overall at a distorted geometry, with properties calculated with ωB97M-V with the def2-TZVPD basis set.

Atoms and positions in Å:
O -0.4723 -0.5661 0.0605
H -0.3603 -0.9022 0.9503
O 1.7487 1.2931 3.3898
H 1.9792 0.4291 3.0226
H 1.8057 1.8948 2.6321
O 0.8990 1.5641 0.5288
H 0.1079 2.0069 0.8483
H 0.5549 0.5881 0.4571
O 0.1583 -2.6793 -2.2881
H 0.5540 -2.0658 -2.9159
H -0.3847 -2.1232 -1.7042
O -2.3498 0.3000 -1.7395
H -2.4618 0.9535 -1.0534
H -1.5182 -0.0731 -1.3702

HOMO level (eV): -4.585
Net charge: -1
F_max (Eh/bohr): 0.021

***

Energy above the lowest of the compared OMol25 structures with the same formula, charge and spin for the records above, in order: 1.601, 1.278, 0.792, 0.674, 0.592, 0.795 eV